Record 1
Entry from the Open Molecules 2025 dataset: a molecular structure, C46H36BrCl3CrN4O3P2S (the ωB97M-V functional and the def2-TZVPD basis).

<S²>: 0.765
HOMO energy (alpha / beta) in eV: -10.69 / -10.69

The geometry in ORCA input format:
```
! wB97M-V def2-TZVPD RIJCOSX def2/J DEFGRID3
* xyz 1 2
Cr -0.08 1.60 0.78
C -0.25 4.46 2.33
O -0.93 3.39 1.67
C -2.31 3.34 1.72
C -3.10 4.13 2.52
C -4.48 3.91 2.51
Br -5.57 4.99 3.61
C -5.06 2.92 1.74
C -4.25 2.14 0.91
C -2.89 2.37 0.91
O -2.03 1.62 0.12
C -4.82 1.03 0.14
N -5.80 0.29 0.55
C -5.97 -0.66 -0.45
C -6.89 -1.71 -0.53
C -6.85 -2.51 -1.65
C -5.91 -2.30 -2.68
C -4.99 -1.27 -2.61
C -5.04 -0.47 -1.47
N -4.27 0.61 -1.06
H -0.37 4.36 3.41
H -0.64 5.41 1.99
H 0.79 4.37 2.06
H -2.68 4.90 3.15
H -6.12 2.73 1.76
H -2.44 0.75 -0.05
H -7.61 -1.87 0.26
H -7.55 -3.33 -1.75
H -5.92 -2.95 -3.54
H -4.26 -1.11 -3.40
H -3.74 1.20 -1.69
Cl 2.44 -1.28 6.70
C 1.50 -0.65 5.40
C 2.12 0.10 4.41
C 1.32 0.56 3.39
Cl 1.98 1.53 2.09
C -0.05 0.31 3.29
O -0.74 0.75 2.24
C -0.64 -0.40 4.33
Cl -2.34 -0.67 4.30
C 0.13 -0.88 5.38
H 3.18 0.30 4.44
H -0.34 -1.45 6.17
C 2.47 -2.02 -1.35
N 2.13 -0.74 -0.70
P 3.21 0.62 -0.87
C 3.82 0.38 -2.57
C 5.00 -0.30 -2.90
C 5.36 -0.45 -4.23
C 4.56 0.06 -5.24
C 3.40 0.74 -4.92
C 3.04 0.91 -3.59
C 4.64 0.10 0.14
C 5.73 0.98 0.17
C 6.83 0.72 0.96
C 6.86 -0.42 1.75
C 5.79 -1.30 1.74
C 4.68 -1.04 0.93
P 0.51 -0.44 -0.37
C -0.41 -0.68 -1.92
C -0.68 -1.95 -2.42
C -1.28 -2.10 -3.66
C -1.63 -0.98 -4.41
C -1.38 0.29 -3.91
C -0.77 0.44 -2.67
C -0.02 -1.80 0.70
C -1.35 -2.21 0.74
C -1.76 -3.18 1.63
C -0.84 -3.77 2.49
C 0.49 -3.37 2.47
C 0.90 -2.38 1.58
H 3.55 -2.12 -1.41
H 2.06 -2.08 -2.36
H 2.08 -2.86 -0.76
H 5.63 -0.71 -2.12
H 6.28 -0.98 -4.48
H 4.85 -0.06 -6.28
H 2.78 1.16 -5.71
H 2.14 1.47 -3.35
H 5.70 1.88 -0.44
H 7.66 1.41 0.97
H 7.72 -0.63 2.38
H 5.81 -2.19 2.35
H 3.86 -1.74 0.93
H -0.42 -2.83 -1.85
H -1.48 -3.09 -4.05
H -2.09 -1.10 -5.38
H -1.65 1.16 -4.49
H -0.58 1.43 -2.29
H -2.08 -1.77 0.06
H -2.80 -3.49 1.65
H -1.16 -4.54 3.18
H 1.21 -3.82 3.14
H 1.93 -2.06 1.57
S 1.62 4.56 -2.36
C 1.01 3.54 -1.32
N 0.56 2.75 -0.55
*
```

Record 2
Entry from the Open Molecules 2025 dataset: C4H8N2 in the gas phase in a non-equilibrium geometry (the ωB97M-V functional and the def2-TZVPD basis).

HOMO energy in eV: -9.73

The geometry in ORCA input format:
```
! wB97M-V def2-TZVPD RIJCOSX def2/J DEFGRID3
* xyz 0 1
H -1.43 0.82 1.91
N -1.98 0.00 1.62
C -1.72 -0.33 0.42
C -0.74 0.36 -0.48
C 0.56 -0.41 -0.69
C 1.86 0.24 -0.43
N 1.40 -0.84 0.43
H -2.27 -1.17 0.01
H -1.18 0.52 -1.47
H -0.68 1.33 0.02
H 0.54 -1.15 -1.49
H 2.72 0.00 -1.04
H 1.81 1.26 -0.05
H 1.03 -0.48 1.30
*
```

| no. | DFT total energy (Ha) |
| --- | --- |
| 1 | -8299.1183 |
| 2 | -266.6579 |